Molecular formula: C3H9NO2
Method: DFT, ωB97M-V/def2-TZVPD

The geometry in XYZ format:
```
15
C3H9NO2 (ωB97M-V/def2-TZVPD)
O 1.4020 -1.1426 -1.1174
O 0.4107 -0.1429 2.4281
N -0.8255 -1.4283 -0.8427
C 0.2613 -0.8900 -1.4641
C 0.2056 1.2231 2.7982
C -0.0533 0.0447 -2.6150
H 0.7082 0.8125 -2.5790
H -0.7857 -1.9143 0.0355
H 0.8153 1.4611 3.6721
H -0.8243 1.2638 3.1474
H 0.3761 1.9591 2.0074
H -1.7281 -1.1867 -1.2204
H 1.0788 -0.1400 1.7325
H -0.9938 0.5666 -2.4242
H -0.0472 -0.4860 -3.5586
```

Calculated values
Total charge: 0
Frontier orbital gap in eV: 10.64
Calculated total energy in eV: -8842.0439
Energy relative to the best compared isomer or geometry (same formula, charge and spin) in kJ/mol: 87.93
SMILES string: CC(N)=O.CO
2S+1: 1